Model w:
DFT (ωB97M-V with the def2-TZVPD basis set) results for one molecule with the formula C2H4N4OS.

The LUMO energy is 0.3 eV. For the HOMO energy, the calculation gives -8.161 eV. The calculation puts the HOMO-LUMO gap at 8.5 eV. The SMILES is O/N=c1/cn[nH]n1S.

Atoms and positions in Å:
1 C 0.689 -0.019 0.475
2 C 0.668 -1.124 1.598
3 H 2.324 1.542 -1.155
4 H 1.687 -1.526 2.001
5 H -2.342 -0.937 0.616
6 H -0.598 1.916 -1.654
7 N 1.790 0.494 0.123
8 N -0.533 -1.577 1.640
9 N -1.404 -0.606 1.027
10 N -0.609 0.213 0.084
11 O 1.512 1.327 -0.989
12 S -1.000 0.348 -1.528


Model x:
DFT (ωB97M-V with the def2-TZVPD basis set) results for one molecule with the formula C2H4N4OS.

The LUMO energy is 0.4 eV. For the HOMO energy, the calculation gives -8.342 eV. The calculation puts the HOMO-LUMO gap at 8.7 eV. The SMILES is Nn1c(O)n[nH]c1=S.

Atoms and positions in Å:
1 C 1.011 -0.333 0.155
2 C -1.194 -0.291 -0.012
3 H -0.682 1.936 -0.687
4 H 0.006 2.182 1.011
5 H 2.656 -0.558 -0.681
6 H -1.290 -2.368 -0.089
7 N 0.183 1.798 -0.044
8 N -0.106 0.466 0.327
9 N 0.694 -1.521 0.091
10 N -0.664 -1.596 0.062
11 O 2.181 0.203 -0.104
12 S -2.796 0.082 -0.029


Most stable: model x (next structure +0.1318 hartree)